(1)
{"formula": "C4H10N2O2", "method": "ωB97M-V/def2-TZVPD", "homo_energy_ev": -9.080, "charge": 0, "spin_multiplicity": 1, "smiles": "NCC[C@@H](N)C(=O)O", "elements": ["O", "O", "N", "N", "C", "C", "C", "C", "H", "H", "H", "H", "H", "H", "H", "H", "H", "H"], "xyz": [[-0.4183, 0.0317, -2.1655], [1.7628, -0.4373, -2.1758], [-1.7299, 1.3942, 2.5219], [0.6867, -1.7163, 0.3809], [-0.6893, 0.3852, 0.5093], [0.6152, -0.3064, -0.0114], [-0.4807, 0.8462, 1.9146], [0.7553, -0.3036, -1.5355], [-1.4745, -0.3669, 0.3988], [-1.0020, 1.2056, -0.1369], [1.3171, -1.8866, 1.1503], [-1.7857, 2.3863, 2.3549], [-2.5717, 0.8901, 2.3139], [-0.1856, 0.0761, 2.6463], [1.5120, 0.1519, 0.4137], [0.2515, 1.6278, 2.0630], [-0.1678, -2.1021, 0.7782], [-0.5701, -0.5672, -2.9009]]}

***

(2)
{"formula": "C4H10N2", "method": "ωB97M-V/def2-TZVPD", "homo_energy_ev": [-8.191, -7.882], "charge": 0, "spin_multiplicity": 1, "elements": ["N", "N", "C", "C", "C", "C", "H", "H", "H", "H", "H", "H", "H", "H", "H", "H"], "xyz": [[-0.8456, -0.5197, 0.0311], [-0.4881, 0.6894, 0.6186], [-0.7246, -0.3995, -2.2276], [0.3884, -0.5299, 0.7631], [1.6613, -0.5863, 0.0071], [-1.2640, 1.1321, 1.6881], [1.6660, -1.5312, -0.4959], [1.8394, 0.1577, -0.6641], [0.2003, 0.1171, -2.2509], [-0.6175, 1.8124, 2.3195], [-0.6160, -1.5168, -2.6404], [-1.5255, 0.2481, 2.4108], [-2.0625, 1.7029, 1.3634], [0.3069, -1.0296, 1.7656], [2.4310, -0.4056, 0.7840], [-1.6151, 0.0977, -2.4232]]}

***

(3)
{"formula": "C4H7N3O", "method": "ωB97M-V/def2-TZVPD", "homo_energy_ev": -7.281, "charge": 0, "spin_multiplicity": 1, "smiles": "CNc1ncc(N)o1", "elements": ["O", "N", "N", "N", "C", "C", "C", "C", "H", "H", "H", "H", "H", "H", "H"], "xyz": [[-0.1068, -0.6826, -0.0911], [-2.5016, -1.1147, 0.0904], [1.9715, 0.3072, -0.2468], [-0.1131, 1.6022, 0.0851], [-1.4186, -0.2093, -0.0468], [-1.3771, 1.1282, 0.0894], [2.5855, -0.9083, 0.1990], [0.6544, 0.5505, -0.0863], [-3.3529, -0.6578, -0.1873], [-2.4664, -1.9186, -0.5365], [3.6540, -0.7394, 0.0971], [2.1532, -1.7614, -0.3197], [-2.2838, 1.7549, 0.4024], [2.3520, -1.2209, 1.2030], [2.6358, 1.0743, -0.3635]]}

***

(4)
{"formula": "C7H12N", "method": "ωB97M-V/def2-TZVPD", "homo_energy_ev": -13.007, "charge": 1, "spin_multiplicity": 1, "elements": ["N", "C", "C", "C", "C", "C", "C", "C", "H", "H", "H", "H", "H", "H", "H", "H", "H", "H", "H", "H"], "xyz": [[-1.8476, 0.8443, 0.3096], [0.2027, -0.4031, 0.6167], [-0.4754, -1.7089, 0.6561], [1.7150, 1.4686, -0.3131], [-3.2251, 0.2859, 0.1510], [-2.5150, 0.4245, -0.9675], [1.0389, 0.0850, -0.3963], [2.5325, 0.3073, -0.0472], [0.1381, -2.3281, 1.2216], [1.4045, 2.0092, 0.5873], [-2.1295, 1.7783, 0.5578], [-4.0691, -0.1898, 0.7221], [3.1767, -0.0196, -0.8153], [2.9717, 0.1594, 0.9355], [-2.3390, 0.7127, -2.0454], [-0.6511, -2.0794, -0.3089], [-1.4482, -1.6150, 0.9484], [1.7691, 1.9194, -1.1977], [0.3713, -0.0002, 1.5653], [0.9149, -0.2280, -1.4974]]}

***

(5)
{"formula": "C4H7NO2", "method": "ωB97M-V/def2-TZVPD", "homo_energy_ev": -7.080, "charge": 0, "spin_multiplicity": 1, "elements": ["O", "O", "N", "C", "C", "C", "C", "H", "H", "H", "H", "H", "H", "H"], "xyz": [[-1.7223, -0.1929, 1.0852], [-1.7162, 0.1108, -1.6744], [-0.3214, -0.1561, -1.8659], [-0.4434, -0.1648, 0.7061], [1.4835, 0.3227, 0.0842], [0.7920, 0.2006, 1.4775], [0.1797, -0.1742, -0.5132], [1.6978, 1.3562, -0.2054], [-2.1246, -0.1986, -2.4923], [2.3632, -0.3001, -0.0869], [1.1679, -0.5801, 2.1420], [0.7552, 1.1452, 2.0318], [-2.2386, -0.1914, 0.2591], [0.0959, -1.2314, -1.0460]]}

***

(6)
{"formula": "C3H5NO3", "method": "ωB97M-V/def2-TZVPD", "homo_energy_ev": -9.839, "charge": 0, "spin_multiplicity": 1, "elements": ["O", "O", "O", "N", "C", "C", "C", "H", "H", "H", "H", "H"], "xyz": [[0.0078, 0.4331, 1.7390], [-2.2609, -0.1456, 1.6033], [1.7193, -0.4464, -0.4267], [-0.3775, 1.1340, -0.9649], [-1.1386, 0.1163, 1.2842], [-0.5807, 0.1511, -0.1441], [0.4665, -1.0232, -0.3103], [0.3178, -1.6955, -1.2356], [2.0127, -0.0108, 0.4046], [-1.1034, 1.8659, -0.9560], [0.4195, -1.6005, 0.5425], [0.5174, 1.2213, -1.5360]]}

***

(7)
{"formula": "C5H13NO", "method": "ωB97M-V/def2-TZVPD", "homo_energy_ev": -7.988, "charge": 0, "spin_multiplicity": 1, "smiles": "C/C=C(\\C)NC.O", "elements": ["O", "N", "C", "C", "C", "C", "C", "H", "H", "H", "H", "H", "H", "H", "H", "H", "H", "H", "H", "H"], "xyz": [[-2.2193, -0.9092, 1.6969], [1.5582, 0.0585, 0.6003], [-0.1257, 1.7550, 0.5800], [2.4020, -0.9276, -0.0711], [-1.5868, 0.0172, -1.5384], [-0.3216, -0.3566, -0.8368], [0.3600, 0.4534, -0.0034], [-2.0440, -1.6563, 2.2742], [3.4050, -0.8473, 0.3190], [-1.9910, 0.9533, -1.1566], [0.4907, 2.5863, 0.2362], [-1.4464, 0.1142, -2.6161], [-1.5451, -0.9215, 1.0012], [0.1411, -1.3132, -0.9937], [-2.3593, -0.7469, -1.4355], [-0.0244, 1.6655, 1.6611], [-1.1705, 1.9611, 0.3670], [2.3579, -0.8128, -1.1518], [2.0888, 0.8586, 0.9283], [2.0305, -1.9316, 0.1392]]}

***

(8)
{"formula": "HN2O3P", "method": "ωB97M-V/def2-TZVPD", "homo_energy_ev": -10.026, "charge": 0, "spin_multiplicity": 1, "smiles": "[O-][N+]#P.O=NO", "elements": ["P", "O", "O", "O", "N", "N", "H"], "xyz": [[0.1187, 1.9791, -2.0626], [-1.3790, 0.5014, -0.4150], [0.9609, -1.6031, -0.0147], [0.2984, -0.4716, 1.6241], [-0.6777, 1.2621, -1.0428], [1.1938, -1.2870, 1.1029], [-0.5151, -0.3809, 0.8083]]}

***

(9)
{"formula": "C37H86Br2N5O11", "method": "ωB97M-V/def2-TZVPD", "homo_energy_ev": -10.427, "charge": 1, "spin_multiplicity": 1, "elements": ["Br", "Br", "O", "O", "O", "O", "O", "O", "O", "O", "O", "O", "O", "N", "N", "N", "N", "N", "C", "C", "C", "C", "C", "C", "C", "C", "C", "C", "C", "C", "C", "C", "C", "C", "C", "C", "C", "C", "C", "C", "C", "C", "C", "C", "C", "C", "C", "C", "C", "C", "C", "C", "C", "C", "C", "H", "H", "H", "H", "H", "H", "H", "H", "H", "H", "H", "H", "H", "H", "H", "H", "H", "H", "H", "H", "H", "H", "H", "H", "H", "H", "H", "H", "H", "H", "H", "H", "H", "H", "H", "H", "H", "H", "H", "H", "H", "H", "H", "H", "H", "H", "H", "H", "H", "H", "H", "H", "H", "H", "H", "H", "H", "H", "H", "H", "H", "H", "H", "H", "H", "H", "H", "H", "H", "H", "H", "H", "H", "H", "H", "H", "H", "H", "H", "H", "H", "H", "H", "H", "H", "H"], "xyz": [[-10.0015, -1.6196, -1.0294], [-6.1496, -0.8599, -3.4958], [0.9966, -3.3356, 0.9594], [-7.4227, 2.6159, -0.3801], [-2.8487, -2.5380, 3.9752], [-0.8590, 0.9338, 5.6681], [-9.2392, 2.1913, -1.6328], [5.5479, 2.7372, 0.4639], [1.2642, -1.4993, -3.3529], [10.8673, -0.8171, 0.9334], [-7.6601, 3.6532, -2.2978], [-0.5844, 4.6208, -1.9878], [-2.3311, -0.1931, -5.9192], [-0.3067, -1.7342, 4.6983], [0.3311, -3.6873, -2.0057], [-1.6640, 1.5876, -3.7379], [-0.5100, 0.4495, 0.6706], [8.2360, 0.2309, 1.0951], [-0.3499, 1.7993, 1.3263], [-8.7991, -1.1315, -2.4835], [-1.8172, -3.5255, 4.0182], [-3.2154, 0.7720, -5.4148], [0.5601, -4.7511, -1.0455], [0.4314, 0.4241, 5.5561], [1.0796, 1.8472, 1.7865], [-0.8188, -3.0725, 5.0420], [1.6304, -3.3414, 2.2093], [-2.4341, 1.9909, -4.9084], [4.9508, 3.0366, 1.6976], [-7.3731, -0.9903, -1.9932], [-0.8767, 2.3403, 5.6178], [8.9316, -0.3964, 2.2156], [-3.6683, -2.6499, 2.8548], [-8.2066, 2.7402, -1.4599], [1.8150, 1.2373, 0.5821], [-3.0098, 0.5971, 0.4607], [0.7696, 0.4573, -0.2159], [-6.3056, 3.8076, -1.9497], [-0.7642, 2.6094, -3.2560], [-4.1524, 0.5816, -0.5436], [7.3043, 1.2775, 1.4523], [2.6639, -1.3105, -3.5104], [-2.8273, -1.5026, -5.9264], [12.0367, -1.5844, 0.7658], [6.2388, 1.5148, 0.3718], [-0.5122, -0.7498, 1.5705], [-1.5080, 3.7785, -2.6320], [9.8744, -1.4710, 1.6798], [0.3766, -1.0930, 5.8101], [0.9253, -3.9050, -3.3288], [1.4529, -4.4100, 0.1480], [-1.6606, 0.4569, -0.2748], [-6.3657, 3.5598, -0.4132], [0.7659, -2.5927, -4.0972], [-1.1742, 5.7703, -1.4078], [2.2463, 2.0465, -0.0123], [-1.5793, 6.3801, -2.2243], [-4.4323, -1.8687, 2.8547], [0.4399, -0.7570, 2.0903], [-0.3403, 6.3214, -0.9771], [10.2976, -1.9746, 2.5588], [-4.1336, 1.5828, -1.0035], [1.5743, -4.3203, 2.6975], [-0.1819, -1.2076, 6.7532], [1.2307, -2.6596, -5.0899], [-2.3609, 3.4555, -2.0207], [1.1869, -2.6142, 2.8920], [2.6931, -3.0649, 2.1640], [-1.1181, -1.1823, 4.4409], [0.9077, 0.4738, 4.5642], [8.1926, -0.7870, 2.9134], [2.7055, 0.6472, 0.8007], [-4.1631, -0.0691, -1.4120], [-1.4254, -3.6838, 3.0083], [-1.3445, -3.0245, 6.0042], [-3.1817, -2.4720, 1.8831], [-1.9493, 2.5463, -5.7232], [12.4900, -1.8282, 1.7295], [2.4036, -4.0770, -0.2924], [-5.6550, 3.1358, -2.5145], [1.5731, -5.3088, 0.7562], [1.9996, -4.1208, -3.2888], [-3.1882, -0.2642, 1.1092], [-1.3379, -0.6394, 2.2670], [-1.9693, 4.3593, -3.4468], [1.3502, -1.5190, 6.0605], [-0.1212, 2.7913, 6.2619], [-3.0094, 1.5502, 0.9882], [6.7752, 1.0671, 2.3887], [2.9354, -1.2931, -4.5692], [1.0119, -0.5915, -0.3703], [-3.6983, -1.6237, -6.5823], [1.2498, 1.3031, 2.7188], [-0.2653, -2.4086, -4.4030], [4.3097, 3.9051, 1.5424], [-2.2374, -4.4898, 4.3204], [-1.7740, -0.3977, -0.9427], [1.3993, 2.8553, 2.0488], [2.9548, -0.3594, -3.0677], [9.3415, -2.1910, 1.0493], [-1.9555, 5.5672, -0.6706], [-0.7518, 2.6924, 4.5801], [0.7129, -2.8253, -1.6366], [0.0632, -3.7077, 5.1332], [-4.1895, -3.6068, 2.7690], [-3.1279, -1.8697, -4.9365], [0.5755, 0.9258, -1.1749], [5.6686, 3.3229, 2.4710], [12.7321, -1.0497, 0.1219], [8.9170, 0.5962, 0.4425], [-3.7230, 0.3888, -4.5233], [4.3123, 2.2359, 2.0934], [-5.1353, 0.5505, -0.0706], [9.5915, 0.3005, 2.7496], [-0.4217, 2.4905, 0.4852], [-6.0253, 4.8307, -2.2070], [-1.8603, 2.7589, 5.8364], [-0.4179, -5.0903, -0.6765], [-6.5349, 4.4213, 0.2312], [-1.0808, 1.9217, 2.1215], [-9.0923, -0.2385, -3.0301], [0.4270, -4.7098, -3.8658], [11.8161, -2.5103, 0.2188], [-8.8567, -1.9407, -3.2092], [7.8931, 2.1786, 1.6850], [3.1903, -2.1380, -3.0251], [-4.0079, 1.0881, -6.1013], [-1.1939, 0.7375, -4.0156], [1.0886, 0.8544, 6.3214], [-5.3742, 3.2079, -0.1184], [-0.6095, -1.6327, 0.9474], [-0.1259, 2.1989, -2.4703], [-3.1996, 2.7193, -4.6111], [-0.0438, 2.9322, -4.0197], [0.9371, -5.6833, -1.4753], [-7.2691, -0.0963, -1.3782], [-7.0004, -1.7916, -1.3607], [-1.6400, 1.3327, -0.9267], [-2.0342, -2.1429, -6.3119], [5.5363, 0.6729, 0.3287], [6.7731, 1.6280, -0.5754]]}

***

(10)
{"formula": "C2H2F3NO", "method": "ωB97M-V/def2-TZVPD", "homo_energy_ev": [-10.388, -10.387], "charge": 0, "spin_multiplicity": 1, "smiles": "[O-][N+]#CF.FCF", "elements": ["F", "F", "F", "O", "N", "C", "C", "H", "H"], "xyz": [[1.8210, -0.6623, 0.4367], [-0.9099, 1.0705, -0.6501], [-1.1989, -0.0224, -2.4783], [-0.2030, 0.6961, 2.8691], [0.5274, 0.2629, 2.0533], [0.7407, -0.2223, 1.0027], [-0.5371, -0.0674, -1.2794], [0.6365, -0.0159, -1.3265], [-0.8766, -1.0392, -0.6275]]}

***

(11)
{"formula": "C5H8NO2", "method": "ωB97M-V/def2-TZVPD", "homo_energy_ev": [-12.867, -13.269], "charge": 1, "spin_multiplicity": 1, "elements": ["O", "O", "N", "C", "C", "C", "C", "C", "H", "H", "H", "H", "H", "H", "H", "H"], "xyz": [[-2.5993, -0.9145, -0.3201], [2.0793, -1.0137, -0.2415], [0.5544, 0.7094, -0.1331], [-1.4381, -0.4754, 0.2239], [0.8004, -0.6036, -0.2423], [-0.9147, 0.9281, -0.1181], [-0.2413, -1.4098, 0.0804], [2.9304, -0.1316, 0.0742], [-1.1939, 1.2049, -1.1581], [4.0182, -0.4175, 0.2026], [2.5712, 0.8847, 0.4451], [1.1553, 1.4419, -0.4483], [-1.0660, 1.7221, 0.5322], [-1.7547, -0.4808, 1.3625], [-3.2896, -0.2931, -0.1448], [-0.2028, -2.4904, -0.1898]]}

***

(12)
{"formula": "C21H25N3O3S", "method": "ωB97M-V/def2-TZVPD", "homo_energy_ev": -7.992, "charge": 0, "spin_multiplicity": 1, "smiles": "CCN(CC)C(=O)Cn1cc(SCC(=O)NCc2ccco2)c2ccccc21", "elements": ["S", "O", "O", "O", "N", "N", "N", "C", "C", "C", "C", "C", "C", "C", "C", "C", "C", "C", "C", "C", "C", "C", "C", "C", "C", "C", "C", "C", "H", "H", "H", "H", "H", "H", "H", "H", "H", "H", "H", "H", "H", "H", "H", "H", "H", "H", "H", "H", "H", "H", "H", "H", "H"], "xyz": [[-3.2565, -0.7637, 1.6638], [3.6309, -1.3865, -0.0227], [-2.2191, 3.0026, 0.9136], [-0.3245, 0.4871, -1.9519], [0.5756, -1.6313, 1.1972], [2.8821, 0.4874, 0.9601], [-2.6993, 1.2622, -0.4442], [-0.4831, -1.1601, 1.9175], [0.8278, 1.8368, 1.1844], [-1.2774, -1.8314, -0.0759], [5.1566, 1.4298, 0.8569], [0.9820, 0.5913, -2.2466], [-1.9980, -2.1826, -1.2161], [-1.6287, -1.2451, 1.1757], [0.7973, -2.6370, -1.0886], [-2.2962, 1.9204, -1.6681], [1.3218, 1.8901, -2.4588], [2.8921, -0.8461, 0.7808], [-1.3167, -2.7471, -2.2689], [-2.5899, 1.8576, 0.7542], [0.1168, -2.0597, -0.0226], [0.1331, 2.6389, -2.2727], [2.0466, 1.2333, 1.8767], [3.8093, 1.2739, 0.1588], [1.9432, -1.7141, 1.6308], [-3.0135, 1.0193, 1.9546], [0.0615, -2.9721, -2.2045], [-0.8411, 1.7354, -1.9673], [-3.0667, -2.0269, -1.2578], [-2.9198, 0.2767, -0.4834], [1.5511, -0.3164, -2.2665], [0.2203, 1.0579, 0.7326], [-2.9068, 1.5223, -2.4845], [-0.3548, -0.7859, 2.9156], [0.5594, -3.4197, -3.0518], [5.8228, 2.0300, 0.2436], [0.2167, 2.3833, 1.8969], [0.0177, 3.7001, -2.3521], [3.9489, 0.7535, -0.7907], [1.1252, 2.5274, 0.4003], [5.6074, 0.4525, 1.0073], [2.2889, 2.2702, -2.7166], [1.7253, 0.5909, 2.6964], [-3.9804, 1.3858, 2.3040], [3.3584, 2.2486, -0.0319], [2.6557, 2.0346, 2.3060], [1.8622, -2.8057, -1.0466], [5.0420, 1.9162, 1.8234], [-1.8514, -3.0262, -3.1647], [-2.4876, 2.9902, -1.5534], [2.2973, -2.7445, 1.5064], [-2.2888, 1.1593, 2.7572], [2.0069, -1.4531, 2.6890]]}

***

The records above yield largest force on an atom values of 0.0555; 0.0904; 0.0684; 0.0927; 0.0243; 0.0707; 0.0189; 0.0753; 0.0486; 0.0584; 0.0881; 0.0184 Eh/bohr, respectively.